{"formula": "C21H20F5O2Pt", "method": "ωB97M-V/def2-TZVPD", "homo_energy_ev": [-3.2, -3.4], "orbital_gap_ev": [5.8, 5.8], "max_force_ha_per_bohr": 0.1037, "charge": -1, "e_tot_ev": -43020.518, "lumo_ev": [2.6, 2.4], "relative_energy_kcal_mol": 2.8, "multiplicity": 5, "elements": ["Pt", "C", "C", "C", "H", "C", "C", "H", "H", "H", "H", "C", "C", "C", "H", "C", "C", "H", "H", "H", "H", "O", "C", "C", "C", "C", "C", "H", "H", "H", "H", "H", "H", "H", "H", "H", "H", "F", "C", "C", "F", "C", "F", "C", "O", "C", "F", "C", "F"], "positions_angstrom": [[0.118, 0.729, 0.536], [2.045, 0.920, 1.552], [2.309, 0.007, 0.411], [2.435, 0.864, -0.801], [2.575, -0.986, 0.467], [2.025, 2.217, -0.442], [1.760, 2.255, 0.997], [1.552, 3.106, 1.583], [2.170, 0.666, 2.566], [2.854, 0.543, -1.686], [2.023, 3.030, -1.102], [-2.007, 0.895, 1.146], [-1.382, 2.128, 1.498], [-1.015, 2.790, 0.289], [-1.276, 2.530, 2.519], [-1.462, 2.018, -0.790], [-1.990, 0.799, -0.275], [-2.459, -0.020, -0.864], [-2.517, 0.182, 1.830], [-0.554, 3.793, 0.221], [-1.489, 2.319, -1.856], [0.116, -0.616, -1.227], [-0.077, 0.097, -3.866], [0.616, -1.324, -3.736], [0.734, 1.296, -3.701], [-1.564, 0.061, -3.831], [0.572, -1.559, -2.182], [1.661, -1.290, -4.114], [0.038, -2.094, -4.308], [-0.076, -2.445, -1.932], [1.589, -1.744, -1.762], [0.690, 1.574, -4.787], [1.774, 1.125, -3.361], [0.298, 2.054, -3.068], [-1.699, -0.092, -4.919], [-1.940, 1.022, -3.497], [-2.064, -0.726, -3.253], [-1.113, -3.173, 6.283], [-0.826, -2.685, 5.075], [-0.525, -1.326, 4.917], [-0.516, -0.517, 5.994], [-0.242, -0.823, 3.668], [0.034, 0.512, 3.595], [-0.231, -1.635, 2.509], [0.000, -1.260, 1.291], [-0.522, -3.021, 2.710], [-0.511, -3.821, 1.632], [-0.822, -3.535, 3.955], [-1.110, -4.838, 4.113]]}

***

{"formula": "C21H18O4", "method": "ωB97M-V/def2-TZVPD", "homo_energy_ev": -8.5, "orbital_gap_ev": 9.1, "smiles": "O=C(O)c1cc(OCc2ccccc2)cc(OCc2ccccc2)c1", "max_force_ha_per_bohr": 0.0140, "e_tot_ev": -30259.396, "lumo_ev": 0.6, "relative_energy_kcal_mol": 0.0, "multiplicity": 1, "elements": ["O", "C", "O", "H", "C", "C", "C", "C", "C", "C", "H", "O", "C", "C", "C", "C", "C", "C", "C", "H", "H", "H", "H", "H", "H", "H", "H", "O", "C", "C", "C", "C", "C", "C", "C", "H", "H", "H", "H", "H", "H", "H", "H"], "positions_angstrom": [[-4.241, -0.897, 0.156], [-3.335, -1.594, 0.541], [-3.524, -2.549, 1.465], [-4.457, -2.560, 1.733], [-1.939, -1.500, 0.064], [-0.951, -2.339, 0.553], [0.356, -2.209, 0.081], [0.642, -1.261, -0.889], [-0.355, -0.409, -1.368], [-1.649, -0.522, -0.887], [-2.451, 0.120, -1.211], [0.059, 0.491, -2.299], [-0.807, 1.563, -2.618], [-1.126, 2.440, -1.431], [-2.348, 3.093, -1.343], [-2.632, 3.898, -0.255], [-1.702, 4.051, 0.758], [-0.482, 3.401, 0.676], [-0.193, 2.602, -0.415], [0.759, 2.095, -0.478], [0.248, 3.516, 1.463], [-1.928, 4.675, 1.611], [-3.586, 4.401, -0.195], [-3.080, 2.967, -2.129], [-0.254, 2.139, -3.369], [-1.730, 1.194, -3.084], [1.634, -1.129, -1.289], [1.274, -3.039, 0.642], [2.640, -2.836, 0.341], [3.152, -1.463, 0.710], [4.212, -0.901, 0.009], [4.674, 0.361, 0.334], [4.075, 1.078, 1.357], [3.023, 0.521, 2.062], [2.567, -0.746, 1.745], [1.746, -1.181, 2.296], [2.553, 1.073, 2.862], [4.429, 2.069, 1.602], [5.497, 0.790, -0.218], [4.673, -1.454, -0.798], [2.835, -3.041, -0.721], [3.160, -3.597, 0.934], [-1.173, -3.082, 1.300]]}

***

{"formula": "C31H63InN3O7", "method": "ωB97M-V/def2-TZVPD", "homo_energy_ev": -10.4, "orbital_gap_ev": 1.5, "max_force_ha_per_bohr": 0.1144, "charge": 1, "e_tot_ev": -57125.674, "lumo_ev": -9.0, "relative_energy_kcal_mol": 68.0, "multiplicity": 1, "elements": ["In", "C", "C", "O", "O", "H", "H", "H", "C", "C", "O", "O", "H", "H", "H", "C", "C", "C", "C", "C", "C", "N", "O", "C", "C", "C", "H", "H", "H", "H", "H", "H", "H", "H", "H", "H", "H", "H", "H", "H", "H", "H", "H", "H", "H", "C", "C", "C", "C", "C", "C", "N", "O", "C", "C", "C", "H", "H", "H", "H", "H", "H", "H", "H", "H", "H", "H", "H", "H", "H", "H", "H", "H", "H", "H", "C", "C", "C", "C", "C", "C", "N", "O", "C", "C", "C", "H", "H", "H", "H", "H", "H", "H", "H", "H", "H", "H", "H", "H", "H", "H", "H", "H", "H", "H"], "positions_angstrom": [[0.980, -5.121, 3.912], [1.939, -1.351, 6.644], [0.811, -2.366, 6.870], [-0.279, -2.127, 7.418], [1.067, -3.542, 6.548], [1.524, -0.633, 5.936], [2.866, -1.692, 6.183], [2.455, -0.922, 7.502], [2.441, -1.321, 1.319], [2.212, -2.516, 2.183], [2.339, -2.412, 3.451], [2.051, -3.627, 1.638], [2.096, -0.388, 1.764], [1.899, -1.485, 0.388], [3.507, -1.138, 1.186], [-2.850, -4.906, -0.730], [-1.430, -4.393, -0.346], [-0.894, -3.437, -1.463], [-1.441, -2.008, -1.327], [-1.351, -1.413, 0.133], [-1.895, -2.365, 1.333], [-1.289, -3.695, 1.014], [-1.586, -4.658, 2.081], [-1.424, -1.944, 2.662], [-3.515, -2.238, 1.307], [-0.486, -5.621, -0.437], [-3.139, -5.742, -0.093], [-2.940, -5.187, -1.780], [-3.608, -4.220, -0.353], [0.184, -3.284, -1.520], [-1.091, -3.807, -2.470], [-2.483, -1.946, -1.640], [-1.056, -1.333, -2.091], [-2.078, -0.603, 0.070], [-0.355, -0.992, 0.267], [-1.654, -2.708, 3.405], [-0.369, -1.688, 2.558], [-1.989, -1.118, 3.095], [-3.973, -1.921, 0.370], [-3.970, -3.203, 1.528], [-3.861, -1.486, 2.015], [-0.866, -6.404, 0.219], [0.496, -5.324, -0.068], [-0.493, -5.905, -1.489], [-2.503, -4.921, 1.970], [0.024, -1.643, -5.488], [0.542, -0.143, -5.389], [-0.565, 0.872, -4.944], [-0.126, 2.180, -4.278], [0.791, 1.718, -3.107], [2.098, 1.045, -3.536], [1.720, -0.093, -4.386], [2.839, -0.697, -4.925], [3.179, 1.967, -4.035], [2.527, 0.546, -2.114], [0.954, 0.402, -6.795], [0.574, -2.240, -6.215], [-0.067, -2.284, -4.611], [-1.002, -1.620, -5.856], [-1.162, 1.197, -5.797], [-1.233, 0.353, -4.257], [0.441, 2.836, -4.938], [-0.927, 2.764, -3.826], [0.244, 1.201, -2.318], [0.923, 2.711, -2.677], [3.111, 2.853, -3.404], [2.794, 2.396, -4.960], [4.116, 1.434, -4.192], [2.476, 1.390, -1.427], [3.601, 0.417, -2.249], [1.830, -0.197, -1.726], [1.401, 1.389, -6.671], [1.705, -0.358, -7.011], [0.263, 0.362, -7.636], [2.961, -1.453, -4.346], [0.179, 2.893, 4.102], [0.091, 4.197, 3.190], [1.460, 4.209, 2.328], [1.455, 3.268, 1.035], [0.153, 3.703, 0.264], [-1.141, 3.349, 1.098], [-1.145, 4.186, 2.289], [-2.138, 4.052, 3.113], [-2.266, 3.819, 0.228], [-1.252, 1.800, 1.315], [0.040, 5.521, 3.982], [0.745, 2.058, 3.689], [-0.775, 2.493, 4.444], [0.531, 3.163, 5.098], [1.689, 5.225, 2.007], [2.298, 3.943, 2.972], [1.515, 2.203, 1.258], [2.378, 3.402, 0.471], [0.168, 3.175, -0.690], [0.338, 4.739, -0.017], [-2.345, 3.616, -0.840], [-3.175, 3.422, 0.680], [-2.171, 4.904, 0.269], [-0.745, 1.444, 2.212], [-2.257, 1.412, 1.485], [-0.752, 1.309, 0.480], [-0.755, 5.412, 4.720], [-0.359, 6.221, 3.247], [0.886, 5.843, 4.588], [-2.679, 4.825, 2.935]]}

***

{"formula": "C7H6NO2", "method": "ωB97M-V/def2-TZVPD", "homo_energy_ev": -2.3, "orbital_gap_ev": 6.1, "max_force_ha_per_bohr": 0.0720, "charge": -1, "e_tot_ev": -12938.251, "lumo_ev": 3.8, "relative_energy_kcal_mol": 68.9, "multiplicity": 1, "elements": ["C", "C", "C", "C", "C", "C", "C", "N", "O", "O", "H", "H", "H", "H", "H", "H"], "positions_angstrom": [[-0.825, 1.916, 0.345], [-0.994, 1.191, 1.438], [-0.476, -1.154, -0.010], [0.863, -0.775, -0.191], [0.146, 1.618, -0.732], [-1.533, -1.939, -0.221], [2.006, -1.243, 0.333], [0.869, 0.461, -0.850], [-1.263, 0.813, 2.550], [0.264, 2.519, -1.608], [-1.157, 2.911, 0.303], [-1.801, -2.706, -0.910], [-2.491, -1.442, 0.136], [2.962, -0.663, 0.264], [1.981, -2.164, 0.751], [1.449, 0.658, -1.596]]}